A cluster of 9 separate species, C36H99N9O9 in total. Source: the Open Molecules 2025 dataset; level of theory: ωB97M-V with the def2-TZVPD basis set.

Geometry (Å):
C  1.880  6.873  2.964
C  0.519  6.180  3.055
C  0.124  5.579  1.720
O  -0.007  6.478  0.624
C  -0.994  7.374  0.754
N  0.598  5.053  3.989
H  2.039  7.679  2.248
H  2.668  6.126  2.862
H  1.994  7.571  3.793
H  -0.343  6.749  3.402
H  -0.855  5.130  1.892
H  0.831  4.775  1.514
H  -0.974  8.035  -0.112
H  -1.019  7.924  1.695
H  -1.934  6.830  0.668
H  1.385  4.473  3.738
H  -0.203  4.455  3.844
C  5.972  7.673  0.128
C  5.034  7.358  -1.078
C  4.415  5.905  -0.924
O  3.395  5.732  -1.876
C  2.097  5.330  -1.409
N  3.999  8.367  -0.987
H  5.355  7.846  1.010
H  6.475  8.627  -0.031
H  6.727  6.887  0.162
H  5.453  7.429  -2.082
H  4.007  5.792  0.080
H  5.255  5.246  -1.144
H  1.346  6.101  -1.238
H  2.085  4.325  -0.986
H  1.743  4.897  -2.344
H  4.345  9.267  -1.286
H  3.264  8.071  -1.614
C  2.498  -4.532  2.008
C  2.865  -3.843  0.716
C  3.994  -2.762  0.768
O  4.124  -2.022  -0.430
C  5.422  -1.558  -0.873
N  3.169  -4.797  -0.324
H  1.786  -5.324  1.772
H  2.099  -3.718  2.613
H  3.434  -4.889  2.438
H  1.934  -3.392  0.373
H  4.848  -3.308  1.170
H  3.628  -2.079  1.534
H  5.876  -0.931  -0.106
H  5.524  -0.918  -1.749
H  6.125  -2.356  -1.109
H  3.264  -4.284  -1.189
H  2.446  -5.493  -0.434
C  -4.730  -1.628  -2.737
C  -4.734  -1.470  -4.255
C  -5.160  -2.657  -5.180
O  -4.929  -2.551  -6.575
C  -3.578  -2.657  -6.943
N  -5.674  -0.427  -4.410
H  -4.174  -0.798  -2.302
H  -4.213  -2.551  -2.477
H  -5.665  -1.725  -2.186
H  -3.890  -0.999  -4.760
H  -6.230  -2.807  -5.037
H  -4.652  -3.571  -4.873
H  -3.458  -2.797  -8.018
H  -3.023  -3.480  -6.491
H  -2.995  -1.778  -6.671
H  -5.272  0.317  -3.859
H  -5.646  -0.013  -5.331
C  4.803  2.474  1.042
C  4.948  2.676  2.627
C  5.056  4.146  3.039
O  6.382  4.534  3.463
C  6.500  5.672  4.280
N  3.898  2.031  3.270
H  3.828  2.757  0.645
H  4.906  1.444  0.703
H  5.580  3.075  0.568
H  5.955  2.354  2.892
H  4.323  4.406  3.803
H  4.785  4.799  2.210
H  6.434  6.540  3.624
H  7.424  5.753  4.851
H  5.660  5.780  4.967
H  3.965  2.328  4.233
H  3.929  1.027  3.162
C  -3.267  2.811  3.777
C  -2.571  1.501  4.324
C  -2.977  0.247  3.466
O  -2.416  -0.798  4.178
C  -1.649  -1.688  3.365
N  -1.133  1.647  4.197
H  -3.587  3.488  4.569
H  -4.257  2.663  3.346
H  -2.596  3.380  3.133
H  -2.659  1.366  5.402
H  -2.724  0.318  2.408
H  -4.059  0.174  3.574
H  -1.044  -2.427  3.891
H  -1.003  -1.023  2.792
H  -2.203  -2.299  2.651
H  -0.754  0.723  4.342
H  -0.776  2.203  4.961
C  -5.283  -3.177  1.121
C  -6.388  -4.211  0.761
C  -6.605  -4.180  -0.751
O  -5.432  -4.604  -1.370
C  -5.652  -5.351  -2.543
N  -6.113  -5.585  1.234
H  -4.970  -3.209  2.165
H  -5.570  -2.125  1.124
H  -4.483  -3.199  0.381
H  -7.323  -4.056  1.298
H  -6.920  -3.173  -1.023
H  -7.395  -4.929  -0.815
H  -4.674  -5.581  -2.964
H  -6.282  -4.789  -3.233
H  -5.983  -6.353  -2.267
H  -5.902  -5.542  2.221
H  -5.354  -5.953  0.679
C  0.655  2.049  -0.333
C  0.777  0.802  0.505
C  0.364  -0.459  -0.288
O  -0.856  -1.016  0.073
C  -1.430  -2.230  -0.401
N  2.152  0.678  0.949
H  -0.315  1.960  -0.821
H  1.387  2.071  -1.140
H  0.790  2.840  0.405
H  0.141  0.890  1.386
H  1.100  -1.237  -0.084
H  0.321  -0.181  -1.341
H  -0.841  -3.133  -0.564
H  -1.937  -1.922  -1.315
H  -2.227  -2.572  0.259
H  2.756  0.979  0.199
H  2.304  1.410  1.628
C  -0.385  -9.202  -4.685
C  -0.487  -8.941  -3.200
C  -0.240  -7.424  -2.716
O  -1.434  -6.824  -3.234
C  -1.656  -5.478  -3.049
N  -1.655  -9.537  -2.578
H  -0.263  -10.268  -4.880
H  0.563  -8.692  -4.852
H  -1.074  -8.769  -5.411
H  0.265  -9.582  -2.742
H  0.580  -6.927  -3.235
H  -0.023  -7.248  -1.663
H  -2.354  -4.981  -3.721
H  -0.736  -4.894  -3.095
H  -1.951  -5.343  -2.008
H  -2.402  -8.894  -2.799
H  -1.950  -10.331  -3.128

Atoms 1-3, force components in eV/Å:
C -0.618 1.385 0.671
C 0.226 -0.464 -0.576
C -0.645 0.430 -0.259

The total charge is +1. As for the expectation value of S²: 0.76. Its HOMO energy (spin up / spin down) is -10.111 / -10.111 eV. The strongest force on any atom is 0.075 Eh/bohr. Its multiplicity is 2. The calculation puts the gap between HOMO and LUMO (spin up / spin down) at 6.968 / 1.278 eV.

=====

A structure of composition C2H4NOP. Source: the Open Molecules 2025 dataset; level of theory: ωB97M-V with the def2-TZVPD basis set.

Geometry (Å):
C  -0.107  -0.072  1.273
C  0.739  -0.022  -0.835
N  -1.221  -0.425  0.807
O  0.984  0.287  0.608
P  -1.101  -0.500  -0.877
H  -0.151  0.138  2.296
H  1.239  0.802  -1.258
H  1.178  -1.060  -1.022
H  -1.560  0.850  -0.993

Atoms 1-3, force components in eV/Å:
C -0.725 0.746 0.831
C -0.117 -2.733 1.875
N 0.179 -0.932 -0.180

The total charge is 0. Its HOMO energy is -9.360 eV. The strongest force on any atom is 0.064 Eh/bohr. Its multiplicity is 1. The calculation puts the gap between HOMO and LUMO at 10.242 eV.

=====

An isolated molecule of C4H6FNO2. Source: the Open Molecules 2025 dataset; level of theory: ωB97M-V with the def2-TZVPD basis set.

Geometry (Å):
O  -2.099  0.648  -1.084
C  -2.123  -0.288  -0.245
N  -0.940  -0.536  0.659
C  -0.174  0.620  0.875
C  1.058  0.716  0.001
O  1.546  1.855  -0.164
C  1.677  -0.372  -0.676
F  1.381  -1.643  -0.215
H  -3.090  -1.054  -0.061
H  -0.523  -1.451  1.014
H  -0.781  1.726  0.580
H  0.223  0.540  1.984
H  1.154  -0.353  -1.650
H  2.690  -0.409  -1.017

Atoms 1-3, force components in eV/Å:
O -0.377 -3.312 3.384
C 0.840 -0.213 -0.551
N -3.576 -0.811 -1.559

The total charge is 0. Its HOMO energy is -9.495 eV. The strongest force on any atom is 0.110 Eh/bohr. Its multiplicity is 1. The calculation puts the gap between HOMO and LUMO at 10.154 eV.

=====

A structure of composition C13H33F3LiN4O9S. Source: the Open Molecules 2025 dataset; level of theory: ωB97M-V with the def2-TZVPD basis set.

Geometry (Å):
Li  -15.273  18.525  8.091
N  -17.813  20.169  7.462
O  -19.039  20.376  7.508
O  -17.060  20.971  6.880
O  -17.326  19.121  7.984
C  -12.232  21.973  8.822
F  -11.827  23.223  8.528
F  -11.169  21.289  9.235
F  -13.144  22.085  9.799
S  -13.069  21.203  7.290
O  -11.937  20.942  6.394
O  -13.753  19.989  7.728
O  -13.984  22.215  6.809
C  -13.565  18.026  14.253
C  -13.643  18.327  12.749
C  -14.413  19.605  12.459
O  -14.589  19.750  11.070
C  -15.455  20.782  10.642
N  -12.306  18.464  12.214
H  -14.554  17.749  14.629
H  -13.230  18.869  14.864
H  -12.890  17.210  14.515
H  -14.188  17.454  12.377
H  -13.951  20.480  12.935
H  -15.379  19.600  12.987
H  -16.500  20.611  10.939
H  -15.528  20.820  9.558
H  -15.132  21.694  11.146
H  -12.244  18.863  11.290
H  -11.764  17.624  12.340
C  -14.511  16.534  4.189
C  -14.563  16.857  5.668
C  -13.158  17.135  6.219
O  -13.174  17.112  7.628
C  -11.881  17.407  8.154
N  -15.497  17.912  6.015
H  -13.891  15.648  4.026
H  -14.019  17.360  3.669
H  -15.516  16.285  3.853
H  -14.845  15.932  6.193
H  -12.988  18.145  5.818
H  -12.373  16.466  5.863
H  -11.621  18.429  7.869
H  -11.122  16.753  7.716
H  -11.936  17.297  9.233
H  -15.335  18.681  5.362
H  -16.420  17.579  5.746
C  -17.328  17.451  11.170
C  -16.236  16.561  10.570
C  -16.862  15.547  9.615
O  -17.617  14.482  10.194
C  -16.795  13.352  10.530
N  -15.174  17.250  9.828
H  -17.535  18.321  10.535
H  -17.101  17.749  12.191
H  -18.286  16.945  11.044
H  -15.700  16.072  11.395
H  -15.983  15.129  9.101
H  -17.497  15.969  8.834
H  -16.814  12.716  9.644
H  -17.338  12.960  11.394
H  -15.777  13.551  10.871
H  -14.279  16.774  9.831
H  -14.971  18.075  10.393

Atoms 1-3, force components in eV/Å:
Li -0.257 0.392 -0.558
N -0.205 0.857 -0.769
O 0.392 -0.382 0.253

The total charge is -1. Its HOMO energy is -5.355 eV. The strongest force on any atom is 0.043 Eh/bohr. Its multiplicity is 1. The calculation puts the gap between HOMO and LUMO at 7.483 eV.

=====

A cluster of 6 separate species, C29H51BO13Si in total. Source: the Open Molecules 2025 dataset; level of theory: ωB97M-V with the def2-TZVPD basis set.

Geometry (Å):
C  5.480  -3.372  -1.869
C  4.336  -2.331  -1.601
O  3.210  -2.742  -1.384
O  4.728  -1.010  -1.601
C  3.621  -0.095  -1.528
C  3.010  0.259  -2.952
B  1.518  0.881  -2.839
C  0.393  -0.128  -2.247
C  -1.048  0.214  -2.820
O  -1.777  -0.932  -3.288
Si  -2.281  -1.998  -2.035
C  -3.981  -2.787  -2.458
C  -1.029  -3.435  -1.951
C  -2.490  -1.151  -0.342
H  5.238  -3.898  -2.827
H  5.552  -4.115  -1.024
H  6.450  -2.833  -2.035
H  2.824  -0.384  -0.804
H  4.049  0.873  -1.144
H  3.051  -0.639  -3.620
H  3.685  1.034  -3.414
H  1.254  1.994  -3.176
H  0.434  0.033  -1.129
H  0.723  -1.165  -2.525
H  -0.878  0.877  -3.714
H  -1.625  0.832  -2.086
H  -4.389  -3.126  -1.463
H  -3.853  -3.731  -3.058
H  -4.682  -2.070  -2.948
H  0.000  -3.100  -1.671
H  -1.033  -3.947  -2.950
H  -1.354  -4.180  -1.175
H  -1.634  -0.448  -0.141
H  -3.437  -0.526  -0.380
H  -2.602  -1.885  0.502
O  -6.174  -0.218  -0.142
C  -5.795  0.483  0.757
C  -6.565  0.828  2.008
C  -5.786  2.011  2.550
C  -4.385  1.732  2.049
O  -4.561  1.051  0.795
H  -6.534  -0.025  2.689
H  -7.594  1.092  1.771
H  -5.842  2.116  3.630
H  -6.163  2.936  2.102
H  -3.824  1.079  2.724
H  -3.816  2.646  1.890
O  -3.680  4.321  3.690
C  -3.449  5.363  3.140
C  -2.415  5.593  2.064
C  -2.303  7.108  2.046
C  -3.686  7.538  2.488
O  -4.132  6.509  3.384
H  -2.795  5.200  1.119
H  -1.471  5.118  2.323
H  -2.014  7.518  1.078
H  -1.561  7.430  2.782
H  -4.389  7.600  1.653
H  -3.674  8.494  3.010
O  7.014  -5.543  -0.331
C  7.333  -5.499  0.825
C  6.721  -4.616  1.885
C  7.750  -4.693  3.000
C  8.352  -6.067  2.787
O  8.292  -6.290  1.371
H  5.760  -5.039  2.186
H  6.592  -3.599  1.519
H  7.331  -4.557  3.997
H  8.513  -3.926  2.848
H  7.782  -6.853  3.287
H  9.389  -6.118  3.118
O  -5.465  0.412  5.101
C  -4.685  0.923  5.857
C  -3.566  0.229  6.594
C  -3.199  1.252  7.655
C  -3.559  2.559  6.978
O  -4.674  2.250  6.132
H  -2.744  0.048  5.899
H  -3.909  -0.707  7.031
H  -2.158  1.204  7.973
H  -3.827  1.106  8.538
H  -2.747  2.944  6.354
H  -3.848  3.329  7.693
O  1.301  2.101  -6.612
C  2.084  1.249  -6.924
C  2.309  0.708  -8.315
C  3.086  -0.569  -8.042
C  3.814  -0.234  -6.755
O  2.940  0.658  -6.048
H  2.897  1.430  -8.885
H  1.362  0.510  -8.813
H  3.755  -0.860  -8.851
H  2.388  -1.392  -7.869
H  4.762  0.280  -6.935
H  4.001  -1.118  -6.146

Atoms 1-3, force components in eV/Å:
C 0.051 1.232 -0.139
C 0.195 -1.663 0.207
O 1.036 1.267 -0.312

The total charge is 0. Its HOMO energy is -8.983 eV. The strongest force on any atom is 0.041 Eh/bohr. Its multiplicity is 1. The calculation puts the gap between HOMO and LUMO at 9.406 eV.

=====

A cluster of 2 separate species, C4H4 in total. Source: the Open Molecules 2025 dataset; level of theory: ωB97M-V with the def2-TZVPD basis set.

Geometry (Å):
C  -0.469  -0.366  0.816
C  -1.141  -0.909  1.717
C  -0.511  0.684  -0.354
C  0.752  -0.090  0.016
H  -0.907  0.468  -1.304
H  -0.412  1.832  -0.171
H  1.687  0.066  0.401
H  1.001  -1.686  -1.122

Atoms 1-3, force components in eV/Å:
C 1.756 2.259 -3.109
C -1.397 -0.951 1.769
C 3.370 1.471 1.764

The total charge is 0. Its HOMO energy is -9.647 eV. The strongest force on any atom is 0.119 Eh/bohr. Its multiplicity is 1. The calculation puts the gap between HOMO and LUMO at 8.739 eV.